Entry from OMol25: a structure of composition C40H56N9O2PPd (ωB97M-V with the def2-TZVPD basis set).

The geometry in XYZ format:
```
109
Properties=species:S:1:pos:R:3:forces:R:3
C -0.8629 2.7595 3.6462 -0.04 -0.03 0.00
O 1.9495 2.6710 2.1296 0.16 -0.07 0.17
C -4.1454 2.2348 1.0379 -0.01 0.02 0.03
C 6.4153 -2.1424 -2.7219 -0.01 0.00 -0.01
H 5.3094 0.4335 3.9889 -0.01 0.00 -0.01
H 6.9838 -0.7031 -1.2382 -0.01 0.05 0.03
C 3.6294 1.8168 -1.0208 -0.03 -0.01 -0.04
H 0.5446 4.9516 -0.5135 -0.03 0.01 -0.02
C 4.4414 -1.4800 4.5560 0.01 -0.01 0.00
C 4.2890 3.1983 -0.9233 -0.05 0.01 -0.01
H 4.9659 4.5319 0.6562 -0.02 0.00 0.01
C 5.7314 2.5261 1.0035 0.00 -0.02 0.01
H 2.5776 1.8624 -0.7339 0.04 0.03 0.02
C -4.3662 -2.3986 -1.5348 0.05 -0.01 0.02
C -3.4150 -3.2459 -0.9832 -0.02 0.03 -0.01
N 4.4596 -1.8122 -0.5793 -0.02 0.00 -0.02
P 3.5235 -0.5821 0.2249 -0.05 -0.12 -0.08
H 0.6165 -4.4610 -3.7232 -0.04 -0.01 0.02
H 4.6626 -1.8962 -3.9801 0.00 0.00 0.00
H -4.3154 0.0938 1.1956 -0.01 0.01 0.01
C 6.8514 -1.7843 -1.3041 0.00 0.00 0.01
C 4.0529 -2.1619 -1.9205 -0.02 -0.01 -0.02
N -0.8028 1.1815 0.3425 -0.16 0.18 0.01
C -4.1298 4.7392 0.9780 0.02 0.01 0.00
C -0.5670 4.1560 3.3368 0.08 0.01 -0.06
C 1.2670 -3.4326 -0.8088 -0.03 -0.06 -0.04
C -6.9320 2.2198 1.5543 -0.02 -0.01 0.00
H -5.3039 -2.7904 -1.9176 0.00 -0.01 0.00
H 2.4942 -0.0656 2.9106 -0.03 -0.01 0.02
C 3.9290 -2.2815 2.2508 0.06 0.00 0.00
N -2.7999 2.3148 0.8681 0.10 0.09 -0.01
H 3.5888 -3.4146 4.0388 0.01 0.01 0.00
C -5.1836 -0.0960 -2.1263 0.00 0.01 0.00
C 5.0074 -1.6122 -2.9795 0.01 -0.02 -0.01
C 5.6489 1.2028 0.2242 0.09 -0.01 -0.01
N 0.5254 -2.4118 -1.3420 -0.03 -0.02 0.07
H 3.5917 3.9424 -1.3125 -0.04 0.02 -0.02
C -0.2528 3.5681 0.9344 -0.03 -0.04 0.06
C 1.3688 -4.4330 -1.7232 0.03 0.00 0.00
H 4.2129 -1.5782 5.6213 0.00 0.00 0.00
H -4.7634 0.5659 -2.8896 0.01 0.00 -0.01
H 6.7326 2.9532 0.8560 -0.01 0.01 0.00
C 3.5688 0.0832 2.7683 -0.07 0.04 -0.05
H 6.0667 0.3943 0.8225 0.00 -0.03 -0.01
H 3.6833 1.4629 -2.0654 -0.04 0.01 -0.02
H 7.1307 -1.7557 -3.4550 -0.01 0.00 0.00
H 7.8158 -2.2478 -1.0658 0.00 0.00 0.00
H 2.4886 -2.0565 3.8436 -0.01 -0.01 0.01
H -7.9977 2.2218 1.7509 0.00 0.00 0.00
H 1.6915 -3.3336 0.1717 0.03 0.01 0.04
C 4.6393 3.4941 0.5311 -0.10 0.01 -0.08
H -6.7734 4.3612 1.4559 0.00 0.00 0.00
H 6.4039 -3.2352 -2.8348 0.01 0.00 0.01
H -1.2021 2.5021 4.6458 0.01 0.01 0.01
H -1.2544 3.6998 0.5283 -0.04 -0.01 -0.06
N 0.6885 -3.9920 -2.8401 0.01 0.06 0.02
H -1.4660 -3.4173 -0.1650 0.03 0.04 -0.02
C -4.8596 1.0311 1.2283 0.02 -0.01 0.03
C -4.1412 -1.0296 -1.5687 0.00 -0.02 0.00
H 5.4716 -1.8308 4.4237 -0.01 0.00 0.00
C -0.6970 1.8063 2.7328 -0.01 0.02 0.03
H -0.5521 4.8839 4.1421 -0.01 0.01 0.00
N 4.2867 0.8774 -0.1207 0.04 -0.01 0.19
H 6.2698 1.2851 -0.6860 -0.01 0.00 0.00
H -5.6221 0.5404 -1.3509 0.01 -0.01 0.01
H 4.8765 -2.8266 2.1293 -0.08 -0.02 0.00
H -3.3459 4.8249 1.7350 0.01 -0.01 0.01
H 5.8389 -3.3349 -0.2240 0.01 0.00 0.00
H 3.6169 1.0884 2.3560 -0.03 0.08 -0.03
C -2.2000 -2.7195 -0.5568 0.10 -0.05 0.04
C 5.8081 -2.2293 -0.2718 0.00 0.04 0.00
H 5.6178 2.3320 2.0732 -0.02 0.00 0.00
H 3.1868 -2.7951 1.6322 -0.06 -0.02 0.00
H 3.0387 -1.7850 -2.0601 0.01 0.00 -0.01
C -2.0931 1.4341 0.1728 0.21 -0.10 0.15
H -0.8811 0.7610 2.9633 0.04 0.00 -0.02
H 6.0758 -1.8575 0.7173 0.03 0.01 -0.05
O 1.2115 1.6941 1.3421 0.03 -0.09 -0.08
Pd -0.0151 -0.6749 -0.3655 -0.10 -0.16 0.00
H 5.0019 -0.5186 -2.9233 0.00 0.01 0.00
H -3.6041 -4.3112 -0.9023 -0.01 0.00 -0.01
C -6.2232 1.0290 1.4766 0.00 0.00 0.01
C -1.8874 -1.3557 -0.6302 -0.08 -0.07 0.02
H 0.6588 3.2486 -0.9978 0.00 0.00 -0.01
C -0.1311 2.0694 1.3505 -0.04 -0.05 0.00
C -0.2018 4.5052 2.1015 -0.02 0.01 0.07
H 1.8757 -5.3802 -1.6956 0.01 -0.01 -0.01
C 0.1930 -2.7636 -2.5540 -0.02 -0.03 0.00
H -5.9942 -0.6658 -2.5838 0.00 0.00 0.00
H 5.1863 3.2440 -1.5564 0.00 -0.01 0.02
C 0.7440 3.9351 -0.1525 0.04 0.02 -0.11
N 4.1133 -0.8896 1.8037 -0.07 -0.02 0.05
H -3.6671 1.3235 -1.0235 0.02 0.03 -0.03
C 3.5271 -2.3690 3.7201 0.02 -0.01 0.00
N 2.0620 -0.6736 -0.0926 0.24 0.23 -0.11
H 3.7204 3.3431 1.1163 0.07 -0.03 0.11
N -2.7861 0.8449 -0.9205 -0.04 0.05 -0.22
H 3.7667 0.5843 4.8221 0.01 0.00 0.02
H 1.7490 3.8831 0.2574 0.06 -0.02 0.00
C -2.9310 -0.5313 -1.0480 -0.08 -0.01 -0.01
H -4.8038 5.5962 1.0513 0.00 0.00 0.00
H -6.7323 0.0810 1.6178 0.00 0.00 0.00
C -4.8780 3.4490 1.1363 0.00 0.00 0.01
H 0.1118 5.5270 1.8957 -0.03 0.01 -0.01
C 4.3150 -0.0134 4.0899 -0.02 0.04 0.02
H 4.0257 -3.2618 -2.0267 0.00 -0.01 0.00
C -6.2381 3.4177 1.3881 0.00 0.02 -0.02
H -3.6112 4.7734 0.0165 -0.01 0.01 -0.01
H -0.4224 -2.1883 -3.2230 -0.01 0.01 -0.01
```
Positions in Å, forces in eV/Å.

Results
Total charge ... -2
Kohn-Sham gap ... 4.50 eV
HOMO level ... -0.48 eV

Löwdin population analysis, charges in e, atoms 1 to 8:
1. C -0.112
2. O -0.289
3. C -0.257
4. C -0.225
5. H 0.094
6. H 0.085
7. C -0.210
8. H 0.068